Here is a molecular structure, C31H44BrN3NiP2 in a non-equilibrium geometry from the OMol25 dataset. Energies are from ωB97M-V/def2-TZVPD.

Properties
HOMO-LUMO gap (alpha / beta) (eV): 6.8 / 3.5
2S+1: 3
<S²>: 2.008
Net charge: +2
HOMO level (alpha / beta) (eV): -12.65 / -12.65

Element x y z (Å)
N  2.417  -0.493  -9.469
C  3.481  -0.524  -8.663
C  3.349  -0.397  -7.275
C  2.063  -0.175  -6.730
C  0.955  -0.090  -7.614
C  1.199  -0.261  -8.981
C  1.902  -0.125  -5.284
Ni  0.426  0.329  0.689
P  -1.859  -2.672  3.898
C  0.680  -0.125  -4.674
C  0.466  -0.299  -3.261
C  -0.699  -0.976  -2.782
C  -0.693  -1.541  -1.499
C  0.503  -1.492  -0.717
C  1.580  -0.638  -1.129
C  1.527  -0.032  -2.386
Br  0.994  -2.792  0.576
H  2.829  -0.239  -4.693
H  -0.192  -0.176  -5.328
H  4.222  -0.511  -6.616
H  -0.075  0.050  -7.279
H  4.475  -0.702  -9.097
H  0.370  -0.251  -9.688
H  -1.558  -1.139  -3.451
H  2.372  0.495  -2.811
H  -1.559  -2.021  -1.041
H  2.477  -0.520  -0.505
P  -1.103  1.888  0.570
C  -0.604  -3.894  3.400
C  -0.948  -5.367  3.644
H  0.259  -3.655  4.030
H  -0.305  -3.694  2.356
H  -0.082  -6.008  3.398
H  -1.184  -5.518  4.705
H  -1.810  -5.718  3.057
C  -2.939  -2.409  2.431
C  -4.433  -2.509  2.771
H  -2.673  -3.194  1.710
H  -2.686  -1.432  2.000
H  -5.038  -2.560  1.854
H  -4.673  -3.392  3.371
H  -4.761  -1.643  3.364
C  -0.908  -1.132  4.122
C  -0.692  -0.852  5.623
H  -1.564  -0.357  3.711
H  0.032  -1.095  3.563
H  -0.597  0.230  5.817
H  -1.549  -1.216  6.208
H  0.197  -1.366  6.029
C  -1.354  3.133  1.910
C  -1.724  4.532  1.411
H  -0.438  3.123  2.528
H  -2.162  2.710  2.544
H  -0.866  4.997  0.906
H  -2.587  4.495  0.730
H  -1.993  5.148  2.281
C  -2.728  1.047  0.478
C  -3.280  0.883  -0.934
H  -3.405  1.602  1.148
H  -2.538  0.075  0.963
H  -3.310  1.851  -1.472
H  -2.654  0.157  -1.493
H  -4.305  0.497  -0.835
C  -0.752  2.579  -1.081
C  0.453  3.523  -1.206
H  -1.660  3.059  -1.491
H  -0.561  1.698  -1.721
H  0.583  3.788  -2.271
H  0.330  4.460  -0.634
H  1.377  3.024  -0.874
N  6.399  2.371  4.403
C  5.368  2.040  3.960
C  4.051  1.591  3.484
C  3.138  2.493  2.936
C  2.054  2.022  2.217
N  1.695  0.709  2.166
C  2.465  -0.163  2.898
C  3.663  0.233  3.488
H  3.314  3.558  3.058
H  1.418  2.706  1.656
H  2.119  -1.204  2.976
H  4.301  -0.527  3.950

Here is 5 unconnected molecules or ions with the total composition C5H20O5 in a non-equilibrium geometry from the OMol25 dataset. Energies are from ωB97M-V/def2-TZVPD.

Properties
HOMO-LUMO gap (eV): 10.2
Net charge: 0
HOMO level (eV): -9.84

Element x y z (Å)
C  -0.234  -1.492  1.192
O  -0.293  -0.103  0.947
H  -0.034  -2.069  0.289
H  0.514  -1.757  1.940
H  -1.185  -1.910  1.523
H  -0.628  0.035  0.058
C  -2.260  -2.221  -3.202
O  -1.170  -2.238  -2.299
H  -2.288  -1.217  -3.625
H  -2.211  -2.940  -4.020
H  -3.246  -2.400  -2.775
H  -1.262  -1.393  -1.852
C  0.544  1.971  3.655
O  -0.218  0.840  3.762
H  0.489  2.628  4.522
H  1.592  1.725  3.484
H  0.195  2.610  2.843
H  -0.326  0.481  2.878
C  2.882  0.283  0.683
O  2.835  -0.015  -0.696
H  2.573  -0.449  1.430
H  3.917  0.414  0.997
H  2.404  1.259  0.762
H  2.719  0.826  -1.144
C  -0.606  1.203  -2.069
O  -1.662  0.665  -1.327
H  0.186  1.604  -1.437
H  -0.013  0.475  -2.622
H  -1.033  1.780  -2.890
H  -2.180  1.408  -1.008

Here is a molecular structure, C21H30Cl2IrN2OS5 from the OMol25 dataset. Energies are from ωB97M-V/def2-TZVPD.

Properties
HOMO-LUMO gap (alpha / beta) (eV): 6.9 / 6.5
2S+1: 2
<S²>: 0.786
Net charge: +2
HOMO level (alpha / beta) (eV): -13.13 / -13.39

Element x y z (Å)
Ir  -0.264  -0.013  0.952
C  0.155  0.131  4.169
C  -0.708  -1.105  4.016
S  -1.612  -1.173  2.434
C  -3.342  -0.722  2.789
C  -3.718  0.423  3.715
S  -2.871  1.987  3.458
C  -3.261  2.337  1.733
C  -2.208  3.259  1.154
S  -0.563  2.506  0.972
C  0.293  2.981  2.506
C  1.524  2.122  2.712
S  1.230  0.330  2.709
H  0.805  0.036  5.039
H  -0.468  1.017  4.264
H  -1.435  -1.172  4.825
H  -0.111  -2.017  4.038
H  -3.774  -1.645  3.180
H  -3.756  -0.592  1.788
H  -3.530  0.166  4.758
H  -4.797  0.563  3.627
H  -4.242  2.808  1.657
H  -3.271  1.413  1.154
H  -2.082  4.173  1.737
H  -2.492  3.561  0.146
H  -0.404  2.903  3.336
H  0.606  4.021  2.408
H  2.014  2.371  3.654
H  2.252  2.271  1.913
Cl  2.713  1.761  -3.308
C  2.982  0.502  -2.185
C  4.139  -0.291  -2.307
C  4.581  -1.312  -1.529
C  3.912  -1.974  -0.423
C  2.769  -2.559  -0.136
Cl  1.372  -2.438  -1.843
C  2.009  0.426  -1.177
N  1.147  0.395  -0.416
H  4.794  0.029  -3.108
H  5.586  -1.668  -1.723
H  4.552  -2.188  0.447
C  2.679  -4.767  -2.436
C  1.471  -3.915  -2.407
O  0.922  -1.040  -3.388
H  3.012  -4.940  -1.412
H  3.523  -4.317  -2.964
H  2.438  -5.717  -2.904
H  0.244  -1.492  0.833
H  0.504  -4.272  -2.738
H  1.615  -1.090  -4.061
S  -1.848  -0.622  -0.724
C  -1.533  0.179  -2.228
N  -1.934  -0.497  -3.322
C  -1.815  -0.044  -4.584
C  -1.282  1.189  -4.817
C  -0.855  1.936  -3.716
C  -0.977  1.442  -2.436
H  -2.260  -1.445  -3.179
H  -2.156  -0.709  -5.363
H  -1.193  1.558  -5.827
H  -0.429  2.919  -3.868
H  -0.647  2.023  -1.590

Here is a molecular structure, C16H18BrN2O3S2 in a non-equilibrium geometry from the OMol25 dataset. Energies are from ωB97M-V/def2-TZVPD.

Properties
HOMO-LUMO gap (eV): 4.9
Net charge: -1
HOMO level (eV): -3.91

Element x y z (Å)
O  6.703  -2.640  0.285
C  5.956  -1.726  0.486
N  5.787  -0.964  1.686
C  4.704  -0.033  1.711
O  4.304  0.509  2.703
C  4.227  0.013  0.236
C  3.261  0.854  -0.442
C  2.478  1.947  0.342
C  0.983  1.420  0.538
C  0.068  1.683  -0.732
S  -0.973  0.248  -1.204
C  -2.733  0.650  -0.816
S  -3.217  2.223  -0.962
N  -3.504  -0.460  -0.389
C  -3.615  -0.560  1.099
C  -4.894  0.136  1.694
O  -6.085  0.008  0.892
C  -5.968  -1.012  -0.109
C  -4.798  -0.580  -1.092
C  3.084  0.592  -1.883
C  3.799  -0.472  -2.595
C  4.765  -1.306  -1.883
C  4.968  -1.025  -0.484
H  5.912  -1.579  2.492
H  2.422  2.932  -0.180
H  2.943  2.036  1.359
H  1.001  0.329  0.795
H  0.522  1.968  1.399
H  -0.526  2.610  -0.505
H  0.699  1.938  -1.620
H  -3.651  -1.714  1.370
H  -2.695  -0.126  1.572
H  -5.094  -0.378  2.678
H  -4.729  1.222  1.955
H  -6.944  -1.002  -0.675
H  -5.818  -2.036  0.305
H  -5.155  0.356  -1.589
H  -4.719  -1.365  -1.897
H  2.384  1.195  -2.503
H  3.600  -0.623  -3.675
H  5.331  -2.116  -2.387
Br  -4.781  -3.147  2.027

Here is a molecular structure, C22H45GdN2OP3Se in a non-equilibrium geometry from the OMol25 dataset. Energies are from ωB97M-V/def2-TZVPD.

Properties
HOMO-LUMO gap (alpha / beta) (eV): 7.5 / 4.9
2S+1: 8
<S²>: 16.047
Net charge: +3
HOMO level (alpha / beta) (eV): -16.68 / -16.67

Element x y z (Å)
Gd  -0.080  0.044  0.009
P  1.953  1.277  1.537
P  -0.923  2.530  -0.878
P  2.201  -0.358  -1.705
H  -1.423  -4.451  -0.076
C  -0.459  -4.933  -0.285
C  0.580  -4.881  0.568
H  0.507  -4.363  1.530
C  1.449  1.821  3.208
C  2.794  2.791  0.945
C  3.384  0.218  1.965
C  -2.546  2.372  -1.717
C  -1.355  3.710  0.461
C  -0.073  3.652  -2.040
C  2.817  -2.053  -1.336
C  3.766  0.579  -1.876
C  1.744  -0.536  -3.468
H  -0.404  -5.532  -1.201
H  1.543  -5.341  0.326
H  1.497  0.976  3.905
H  0.419  2.199  3.193
H  2.121  2.620  3.547
H  2.053  3.527  0.604
H  3.476  2.566  0.115
H  3.357  3.204  1.792
H  3.054  -0.552  2.674
H  4.167  0.830  2.433
H  3.791  -0.280  1.076
H  -2.816  3.357  -2.122
H  -3.315  2.033  -1.012
H  -2.482  1.650  -2.542
H  -2.097  4.429  0.087
H  -0.454  4.251  0.781
H  -1.774  3.176  1.326
H  -0.812  4.311  -2.516
H  0.430  3.058  -2.814
H  0.676  4.255  -1.512
H  3.387  -2.432  -2.196
H  1.977  -2.734  -1.130
H  3.464  -2.031  -0.448
H  4.370  0.165  -2.697
H  4.346  0.548  -0.945
H  3.527  1.627  -2.107
H  2.618  -0.892  -4.032
H  1.427  0.440  -3.859
H  0.914  -1.244  -3.593
C  -1.723  -1.755  -2.439
C  -2.842  -1.093  -2.938
C  -3.152  -1.296  -4.285
C  -2.409  -2.205  -5.047
C  -1.378  -2.949  -4.468
C  -1.040  -2.748  -3.128
O  -1.098  -1.254  -1.277
H  -1.832  -0.898  -0.493
H  -3.398  -0.400  -2.298
H  -3.973  -0.741  -4.736
H  -2.641  -2.340  -6.104
H  -0.830  -3.691  -5.054
H  -0.257  -3.318  -2.616
C  -0.462  -2.195  3.205
N  -1.083  -1.000  3.747
C  -0.916  -0.556  5.056
C  -1.606  0.601  5.178
N  -2.199  0.862  3.949
C  -2.981  2.047  3.654
C  -1.856  -0.106  3.048
Se  -2.588  -0.244  1.301
H  -0.305  -2.904  4.027
H  0.520  -1.970  2.752
H  -1.108  -2.650  2.443
H  -0.342  -1.118  5.772
H  -1.745  1.265  6.018
H  -3.637  2.257  4.507
H  -2.330  2.918  3.492
H  -3.587  1.875  2.757

Here is 2 unconnected molecules or ions with the total composition C10H13P in a non-equilibrium geometry from the OMol25 dataset. Energies are from ωB97M-V/def2-TZVPD.

Properties
HOMO-LUMO gap (eV): 9.4
Net charge: 0
HOMO level (eV): -8.89

Element x y z (Å)
C  2.703  -2.155  1.447
C  1.952  -2.521  0.377
C  2.450  -1.015  2.151
C  0.765  -1.793  0.032
C  1.276  -0.330  1.868
C  0.424  -0.776  0.934
C  -1.206  0.362  0.128
C  -2.484  1.275  -1.839
C  -0.097  1.955  -1.301
C  -1.121  0.798  -1.226
P  -2.258  0.413  1.441
H  3.419  -2.824  1.924
H  1.971  -3.383  -0.293
H  3.071  -0.650  2.905
H  -0.027  -2.125  -0.560
H  1.028  0.442  2.615
H  -2.188  1.730  -2.779
H  -3.215  0.518  -1.823
H  -2.834  2.209  -1.321
H  -0.668  2.827  -1.102
H  0.723  1.985  -0.551
H  0.405  2.000  -2.243
H  -0.727  -0.041  -1.865
H  -3.364  1.099  1.077

Here is a molecular structure, C3H7I2OP in a non-equilibrium geometry from the OMol25 dataset. Energies are from ωB97M-V/def2-TZVPD.

Properties
HOMO-LUMO gap (eV): 9.4
Net charge: 0
HOMO level (eV): -9.31

Element x y z (Å)
C  0.853  -0.688  -1.078
C  0.430  1.818  0.526
C  -0.967  -0.713  1.337
O  1.898  -0.292  1.582
P  0.819  0.035  0.683
I  1.904  2.826  -0.604
I  -1.565  0.402  3.142
H  0.910  -1.785  -1.130
H  0.179  -0.144  -1.616
H  1.918  -0.373  -1.306
H  -0.500  1.995  0.124
H  0.274  2.330  1.438
H  -0.407  -1.702  1.563
H  -1.743  -0.624  0.532

Here is a molecular structure, C37H26Cl4N5O4S3Sc in a non-equilibrium geometry from the OMol25 dataset. Energies are from ωB97M-V/def2-TZVPD.

Properties
HOMO-LUMO gap (eV): 7.0
Net charge: -2
HOMO level (eV): -2.99

Element x y z (Å)
Sc  0.166  -0.132  -0.176
C  -2.809  1.677  -3.044
C  -1.427  1.858  -3.591
C  -1.227  1.984  -4.955
C  0.040  2.180  -5.475
C  1.116  2.297  -4.616
C  0.951  2.188  -3.242
C  2.112  2.401  -2.311
C  -0.323  1.922  -2.723
N  -0.512  1.703  -1.340
C  -1.157  2.655  -0.664
O  -1.477  3.781  -1.056
C  -1.505  2.230  0.749
C  -2.172  3.061  1.645
C  -2.444  2.581  2.915
C  -2.020  1.310  3.263
C  -1.370  0.536  2.307
N  -1.160  0.990  1.079
C  -0.937  -0.884  2.597
O  -1.142  -1.343  3.727
N  -0.395  -1.516  1.551
C  -0.281  -2.915  1.721
C  -1.444  -3.693  1.848
C  -2.794  -3.052  1.766
C  -1.328  -5.061  2.037
C  -0.091  -5.673  2.111
C  1.053  -4.907  1.985
C  0.973  -3.537  1.789
C  2.207  -2.704  1.631
H  -3.520  1.489  -3.847
H  -2.832  0.842  -2.343
H  -3.112  2.575  -2.506
H  -2.075  1.924  -5.625
H  0.182  2.260  -6.545
H  2.100  2.488  -5.023
H  2.971  1.802  -2.610
H  2.412  3.453  -2.323
H  1.829  2.137  -1.289
H  -2.462  4.053  1.333
H  -2.979  3.192  3.631
H  -2.178  0.895  4.246
H  -2.808  -2.321  0.958
H  -3.568  -3.797  1.585
H  -3.017  -2.528  2.696
H  -2.228  -5.655  2.134
H  -0.020  -6.742  2.266
H  2.026  -5.376  2.057
H  3.096  -3.242  1.956
H  2.330  -2.438  0.577
H  2.113  -1.780  2.203
Cl  6.808  -0.821  -1.158
C  5.273  -0.349  -0.524
C  5.196  0.379  0.648
Cl  6.629  0.776  1.517
C  3.950  0.778  1.134
Cl  3.844  1.737  2.565
C  2.770  0.407  0.499
O  1.580  0.731  0.913
C  2.847  -0.390  -0.701
O  1.714  -0.754  -1.238
C  4.105  -0.722  -1.195
Cl  4.215  -1.642  -2.656
S  -2.925  -4.283  -6.196
C  -2.549  -3.763  -4.676
S  -2.490  -2.063  -4.274
C  -2.058  -2.518  -2.573
N  -1.960  -3.790  -2.446
N  -2.231  -4.495  -3.576
C  -2.158  -5.891  -3.442
C  -2.762  -6.774  -4.334
C  -2.650  -8.139  -4.138
C  -1.956  -8.648  -3.054
C  -1.378  -7.769  -2.151
C  -1.475  -6.404  -2.336
S  -1.994  -1.360  -1.365
H  -3.311  -6.400  -5.180
H  -3.116  -8.813  -4.843
H  -1.868  -9.717  -2.915
H  -0.841  -8.153  -1.295
H  -1.033  -5.721  -1.629